1.
Below is a molecular structure, C33H37F6N6O3Sr, with properties calculated with ωB97M-V/def2-TZVPD.

**LUMO level**: -2.8 eV
**Total charge**: +1
**HOMO**: -11.52 eV
**Energy above the lowest of the compared OMol25 structures with the same formula, charge and spin**: 0.0 kJ/mol

Geometry as XYZ:
```
86
Properties=species:S:1:pos:R:3:forces:R:3:lowdin_charge:R:1
Sr -0.626221 -0.266247 -0.153834 0.30 0.92 0.80 1.4710
C -0.871561 3.308663 0.515599 0.00 0.04 0.06 -0.1908
C -1.990638 2.916874 -0.446939 -0.06 0.07 -0.06 -0.2041
N -2.630946 1.648965 -0.092287 0.16 -0.13 0.05 -0.1074
C -3.362555 1.661563 1.182905 -0.10 0.14 0.02 -0.1849
C -3.005183 0.507847 2.114808 -0.04 -0.04 0.02 -0.1984
N -1.557877 0.338192 2.277578 0.16 0.07 -0.08 -0.1284
C -0.845849 1.438170 2.942330 -0.11 0.09 0.07 -0.1839
C 0.377104 1.939125 2.174179 0.06 0.03 0.02 -0.2011
N 0.089843 2.225417 0.761569 -0.02 -0.06 -0.12 -0.1211
H -0.370050 4.191193 0.109681 -0.01 0.00 -0.01 0.1248
H -1.301657 3.627805 1.466382 0.01 0.00 0.00 0.1069
H -2.703341 3.753070 -0.489670 0.00 -0.01 0.00 0.1270
H -1.577343 2.804702 -1.453551 0.04 -0.02 0.03 0.0936
H -3.248056 1.357599 -0.839970 -0.01 -0.01 0.00 0.1080
H -3.178185 2.613400 1.685471 0.01 0.00 -0.01 0.1069
H -4.442137 1.632616 1.012266 0.01 -0.02 0.01 0.1291
H -3.511328 0.674505 3.075445 -0.02 0.03 -0.02 0.1263
H -3.386990 -0.424655 1.696039 0.04 -0.01 -0.03 0.1024
H -1.383987 -0.535928 2.754929 -0.03 0.00 0.05 0.0950
H -1.543055 2.263015 3.104654 0.00 -0.01 -0.01 0.1102
H -0.509267 1.144103 3.939094 0.02 0.01 0.01 0.1100
H 0.781201 2.811808 2.705405 -0.07 0.02 0.01 0.1288
H 1.161194 1.178585 2.201977 -0.04 -0.03 -0.03 0.0946
H 0.957653 2.435366 0.283466 0.03 0.02 0.04 0.1149
C 1.800667 -3.255357 3.348926 0.03 -0.05 -0.04 -0.0366
O 2.004246 -3.668683 1.975553 0.01 0.00 0.00 0.0320
C 1.501040 -2.691242 1.216832 0.04 0.05 0.01 -0.3203
N 1.029752 -1.645954 1.775624 -0.03 -0.30 -0.23 0.1290
C 1.237085 -1.822609 3.228209 -0.06 0.10 0.04 -0.2389
C 2.145507 -0.749127 3.781246 -0.02 0.00 0.03 -0.2161
C 3.328945 -0.421504 3.126441 -0.01 0.01 -0.01 -0.0371
C 4.156657 0.568433 3.631849 0.01 -0.01 -0.01 -0.0658
C 3.811022 1.238109 4.798687 0.01 0.01 0.01 -0.0751
C 2.640587 0.907342 5.463460 0.00 0.00 0.00 -0.0678
C 1.812292 -0.084578 4.954649 0.01 -0.03 -0.01 -0.0507
C 1.573971 -2.911546 -0.248251 0.03 0.05 0.05 -0.1696
C 2.002457 -4.106137 -0.808528 -0.02 0.04 0.03 0.0438
C 2.021518 -4.202910 -2.191019 0.00 0.00 0.00 0.0002
C 1.620544 -3.121428 -2.959951 -0.01 -0.05 0.02 0.0410
C 1.216720 -1.969143 -2.300979 0.06 0.03 -0.08 -0.1763
N 1.207204 -1.866340 -0.977977 0.05 -0.07 -0.23 0.0771
C 0.766020 -0.762542 -3.047495 0.27 -0.38 -0.06 -0.3470
N 0.325787 0.314886 -2.532329 -0.05 -0.20 -0.18 0.0795
C 0.081707 1.247964 -3.653335 -0.10 0.07 -0.01 -0.2353
C 0.274727 0.358928 -4.900621 0.02 -0.08 0.04 -0.0322
O 0.874198 -0.857322 -4.373514 -0.09 0.26 -0.07 0.0281
C 1.007535 2.434560 -3.543789 0.03 0.00 0.00 -0.1968
C 0.497317 3.720591 -3.429278 0.00 -0.01 -0.02 -0.0439
C 1.352491 4.807893 -3.301094 0.01 0.02 0.00 -0.0728
C 2.724296 4.611835 -3.286518 0.01 0.00 0.00 -0.0772
C 3.241994 3.327511 -3.406481 -0.01 0.01 0.00 -0.0664
C 2.387002 2.245438 -3.533599 -0.01 -0.01 0.02 -0.0296
H 2.761292 -3.301343 3.856149 -0.02 0.01 0.02 0.1367
H 1.101274 -3.953743 3.803216 0.01 0.00 0.02 0.1343
H 0.273090 -1.754812 3.738706 0.01 -0.01 -0.01 0.1360
H 3.599242 -0.933038 2.209397 0.00 0.00 0.00 0.1198
H 5.074713 0.819576 3.117007 0.00 -0.01 -0.01 0.1084
H 4.458635 2.010740 5.191136 0.00 0.00 0.00 0.1081
H 2.372659 1.418140 6.378935 0.00 0.00 0.00 0.1094
H 0.899830 -0.348455 5.478428 -0.01 0.01 0.01 0.1153
H 2.301669 -4.928050 -0.175174 -0.01 -0.01 0.00 0.1305
H 2.340402 -5.120849 -2.665175 0.00 0.00 -0.01 0.1254
H 1.608639 -3.165403 -4.038488 0.00 0.00 -0.01 0.1312
H -0.949820 1.602709 -3.605222 0.01 -0.02 0.02 0.1401
H 0.948385 0.774034 -5.644945 0.01 0.01 0.02 0.1366
H -0.671495 0.076211 -5.357766 0.01 0.02 -0.04 0.1346
H -0.575376 3.877495 -3.455924 0.00 0.00 0.01 0.1101
H 0.946610 5.807861 -3.221610 0.00 0.00 0.00 0.1081
H 3.392134 5.457397 -3.190215 0.00 0.00 0.00 0.1078
H 4.312850 3.172991 -3.403773 0.00 0.00 0.00 0.1085
H 2.796539 1.244913 -3.624880 0.01 0.00 0.01 0.1205
C -4.444079 -2.700899 -0.216163 -0.04 -0.06 0.03 0.0210
C -3.111809 -2.564615 -0.954308 0.13 0.10 -0.11 -0.5047
O -2.235994 -1.730575 -0.348480 -0.60 -0.52 0.03 -0.4134
C -3.381831 -1.994956 -2.368734 -0.05 -0.06 -0.08 -0.5408
F -3.997329 -0.794197 -2.264595 0.02 -0.04 0.00 0.1315
F -2.237970 -1.760458 -3.054436 -0.06 0.00 0.02 0.1295
F -4.153805 -2.768182 -3.141608 0.05 0.05 0.04 0.1677
C -2.450796 -3.957769 -1.064205 -0.01 -0.06 -0.06 -0.5505
F -2.114109 -4.400489 0.159422 -0.02 0.01 -0.01 0.1478
F -1.307139 -3.922171 -1.784215 -0.02 -0.01 0.03 0.1393
F -3.237381 -4.888915 -1.622879 0.02 0.03 0.01 0.1609
H -4.868767 -1.707490 -0.083013 0.01 0.01 -0.01 0.0886
H -4.252782 -3.132043 0.765351 0.00 0.00 0.00 0.0977
H -5.161563 -3.326453 -0.746180 0.02 -0.01 -0.01 0.0988
```
Positions in Å, forces in eV/Å.

***

2.
Below is 9 unconnected molecules or ions with the total composition C10H38BF4N2O8, with properties calculated with ωB97M-V/def2-TZVPD.

**LUMO level**: 2.7 eV
**Total charge**: -1
**HOMO**: -6.44 eV

Geometry as XYZ:
```
63
Properties=species:S:1:pos:R:3:forces:R:3:lowdin_charge:R:1
B 0.936969 -1.099091 -1.062285 -1.50 1.91 0.63 -1.4014
F 0.403666 -0.102262 -1.874558 -1.08 0.08 -0.21 0.1372
F 1.549236 -0.408993 -0.025523 0.31 -0.05 1.35 0.1384
F -0.014572 -2.050154 -0.610502 -0.10 0.45 0.60 0.0923
F 1.850904 -1.736690 -1.770495 2.02 -2.06 -1.82 0.2103
C -1.286791 2.749026 -3.197987 0.55 0.20 1.90 -0.0396
C -1.178557 3.737135 -1.954618 -0.06 -2.70 -1.47 -0.3283
O -1.444437 4.944168 -2.524856 0.16 3.32 -0.42 -0.0916
H -2.316098 2.840023 -3.544911 0.08 -0.41 -0.05 0.0703
H -0.971699 1.738648 -2.937351 -0.57 -0.16 0.01 0.0441
H -0.599818 3.034126 -3.994787 -0.04 0.45 0.16 0.0683
H -0.197228 3.784329 -1.482532 0.18 -0.64 0.04 0.1105
H -1.952650 3.602876 -1.199062 0.04 -0.94 0.24 0.0804
H -0.914010 5.530011 -1.979844 -0.34 0.84 -0.42 0.0806
O -0.761494 -2.935804 -2.985759 -0.37 -0.20 -0.75 -0.0429
H -0.658390 -2.271913 -2.303970 -0.12 0.00 0.11 -0.0200
H -0.023704 -3.531315 -2.854398 0.20 -0.07 0.11 0.0331
O 4.145705 -1.811255 -0.596509 0.88 -0.03 0.75 -0.0477
H 3.206892 -1.677404 -0.726645 -0.18 0.13 -0.27 -0.0236
H 4.293922 -2.724936 -0.840336 0.05 -0.14 -0.19 0.0297
O 3.160945 1.379494 -1.817379 0.15 0.40 -0.36 -0.0436
H 3.902807 1.419939 -1.213859 0.18 -0.11 0.10 0.0278
H 2.490965 0.888643 -1.341537 -0.35 -0.21 0.19 -0.0102
O 0.915578 -0.003936 -4.647144 -0.01 0.07 -0.68 -0.0548
H 1.703936 0.447874 -4.346182 0.18 0.11 0.25 0.0234
H 0.734489 -0.650703 -3.965135 -0.16 -0.12 0.30 -0.0003
O 1.710248 -4.267192 0.106753 0.12 -0.52 0.12 -0.0410
H 2.565632 -3.960132 0.407181 0.20 0.10 0.13 0.0186
H 1.241365 -3.469461 -0.138210 -0.39 0.33 -0.16 -0.0100
C 3.601276 0.613400 2.958670 -0.57 0.15 -0.56 -0.0752
C 3.414637 -0.653837 3.780282 -0.46 -1.04 0.39 -0.4181
C 1.970365 -1.258271 3.477471 0.35 0.01 -0.80 -0.1619
O 1.576325 -2.531794 4.049966 0.45 -0.16 0.30 -0.2079
C 0.280984 -3.124762 3.694638 0.49 2.36 0.21 -0.0696
N 4.454558 -1.536451 3.287694 0.52 -0.38 -0.53 0.0221
H 4.512359 1.172259 3.172448 -0.12 -0.10 0.53 0.0786
H 2.722063 1.256666 2.995037 0.10 0.21 0.13 0.0781
H 3.730827 0.325316 1.915447 -0.27 -0.04 -0.21 0.0666
H 3.656209 -0.419040 4.816913 -0.56 -0.21 0.29 0.1242
H 2.087055 -1.379344 2.400521 -0.42 -0.19 -0.38 0.1017
H 1.230369 -0.465553 3.587421 -0.43 -0.12 0.50 0.1117
H -0.430842 -2.310679 3.831289 -0.43 0.06 -0.11 0.0692
H -0.024067 -3.882452 4.416420 0.71 -0.15 -0.10 0.0785
H 0.177084 -3.446499 2.658399 0.51 -0.25 -0.01 0.0756
H 4.317737 -1.508204 2.287398 0.48 -0.11 -0.53 0.0428
H 4.340207 -2.520336 3.485165 -0.34 -0.07 0.69 0.0665
C -3.129880 -0.535782 1.195308 -1.12 0.15 0.37 -0.0641
C -3.541861 0.106514 -0.160338 -0.70 -0.63 1.91 -0.4400
C -3.920228 1.582951 0.034593 -0.51 -0.46 -1.43 -0.1859
O -4.527009 2.061040 -1.178971 -0.82 0.99 0.70 -0.1864
C -5.188867 3.321216 -0.955524 0.90 0.04 -0.47 -0.1169
N -2.507393 -0.169411 -1.079717 0.66 1.09 -1.07 0.0674
H -2.796604 -1.562044 1.041038 0.07 0.03 -0.13 0.0712
H -3.987041 -0.600175 1.865544 -0.18 0.01 0.21 0.0623
H -2.351590 -0.013938 1.752133 0.20 0.24 -0.32 0.0757
H -4.402686 -0.437907 -0.548522 -0.58 0.21 0.36 0.1351
H -3.068790 2.229419 0.247275 0.36 -0.10 0.27 0.1125
H -4.666054 1.690257 0.822213 0.08 -0.20 0.38 0.1172
H -5.487530 3.743917 -1.914809 -0.02 -0.33 -0.07 0.0849
H -4.517052 4.056209 -0.512189 0.50 0.04 0.02 0.0740
H -6.047409 3.351384 -0.284635 -0.29 -0.86 0.08 0.0751
H -2.155911 -1.085857 -0.841647 0.51 0.12 -0.30 0.0545
H -1.815053 0.536737 -0.874487 0.92 -0.35 -0.49 0.0702
```
Positions in Å, forces in eV/Å.

***

3.
Below is a molecular structure, C4H5Br2NS, with properties calculated with ωB97M-V/def2-TZVPD.

**LUMO level (alpha / beta)**: 0.0 / 0.0 eV
**Total charge**: 0
**HOMO (alpha / beta)**: -7.61 / -7.61 eV
**Energy above the lowest of the compared OMol25 structures with the same formula, charge and spin**: 474.3 kJ/mol

Geometry as XYZ:
```
13
Properties=species:S:1:pos:R:3:forces:R:3:lowdin_charge:R:1
C -0.887659 1.313751 1.090956 -2.70 0.52 -0.31 -0.1251
C 1.504876 -0.000665 -0.972176 0.29 -2.15 0.28 -0.1456
C -1.426199 0.321801 0.338199 0.37 1.00 1.34 -1.1093
C 0.538429 -1.481893 0.626669 2.08 1.54 -1.38 -1.0371
N 0.614527 0.545506 -1.547744 -0.01 0.45 -0.04 0.0932
S -1.092502 -1.423536 0.151065 -0.49 0.66 -0.54 0.7425
Br -3.070589 0.661206 -0.567326 -0.09 0.07 0.14 0.6501
Br 1.612669 -2.810621 -0.188878 -0.08 -0.67 0.17 0.6245
H -1.509814 2.229218 1.361733 0.63 -1.22 -1.15 0.0738
H 0.009545 1.393414 1.638081 1.16 -1.00 0.30 0.0333
H 2.562688 -0.496018 -1.228961 -1.89 1.09 0.86 0.0887
H 0.774904 -1.344094 1.666847 0.24 0.08 0.17 0.0012
H 0.369128 1.091926 -2.368466 0.48 -0.37 0.17 0.1097
```
Positions in Å, forces in eV/Å.

***

4.
Below is a gas-phase ion, C6H13N2 (charge +1), with properties calculated with ωB97M-V/def2-TZVPD.

**LUMO level**: -3.1 eV
**Total charge**: +1
**HOMO**: -13.49 eV
**SMILES string**: C[C@H]1CN(C)C=[N+]1C
**Energy above the lowest of the compared OMol25 structures with the same formula, charge and spin**: 130.4 kJ/mol

Geometry as XYZ:
```
21
Properties=species:S:1:pos:R:3:forces:R:3:lowdin_charge:R:1
C 0.567451 -1.082718 0.169272 0.33 -1.17 1.07 -0.0162
C 0.761126 1.121495 -0.418575 -1.92 -2.77 -0.04 -0.0106
C -0.714236 0.641563 -0.439383 -1.22 3.52 0.22 -0.2751
C -1.633592 1.511638 0.505666 2.49 -1.27 -0.08 0.0055
C 2.878546 -0.221647 0.151439 -0.44 -2.17 -3.39 0.0133
C -1.879989 -1.585692 -0.135575 1.01 0.50 -0.38 0.0468
N 1.442589 -0.129343 -0.055223 0.70 -0.27 -0.55 -0.0932
N -0.667550 -0.688916 -0.028807 -1.08 -3.14 0.90 -0.0968
H 0.825969 -2.112915 0.603643 -0.30 1.72 -0.95 0.2091
H 0.980612 1.689075 -1.267220 1.14 0.13 -1.67 0.1291
H 0.971773 1.668565 0.401892 0.12 2.59 2.63 0.1003
H -1.178763 0.678469 -1.428087 0.33 0.17 -0.20 0.1603
H -1.582831 1.193284 1.553310 1.00 0.75 0.03 0.1069
H -2.587145 1.240378 0.331929 -3.55 -0.84 -1.15 0.0238
H -1.585426 2.548439 0.248581 0.45 0.68 0.40 0.0907
H 3.342137 -0.204735 -0.893744 -0.29 -0.30 1.50 0.1369
H 3.346066 0.512437 0.691188 0.42 2.26 1.52 0.0675
H 3.051388 -1.152883 0.662036 0.38 -0.46 -0.09 0.0942
H -2.826274 -1.125312 0.273201 1.34 -0.62 -0.60 0.1272
H -1.629161 -2.558146 0.233399 0.02 -0.30 1.58 0.0820
H -1.882688 -1.943035 -1.158943 -0.94 0.97 -0.77 0.0982
```
Positions in Å, forces in eV/Å.

***

5.
Below is C4H6Cl2N2O in the gas phase, with properties calculated with ωB97M-V/def2-TZVPD.

**LUMO level**: 0.7 eV
**Total charge**: 0
**HOMO**: -9.65 eV
**SMILES string**: O=NN1C[C@@H](Cl)[C@H](Cl)C1
**Energy above the lowest of the compared OMol25 structures with the same formula, charge and spin**: 0.0 kJ/mol

Geometry as XYZ:
```
15
Properties=species:S:1:pos:R:3:forces:R:3:lowdin_charge:R:1
C 0.718559 -0.377883 0.442490 -1.97 0.43 -1.72 -0.7199
C -0.677265 -1.074929 0.558737 2.09 0.58 -0.01 -0.1421
C -0.967824 1.267505 -0.220187 1.07 0.67 -1.24 -0.1615
C 0.377111 0.678915 -0.681175 0.95 -0.73 1.48 -0.7130
H 0.915471 0.115458 1.354048 0.49 0.67 0.96 0.0846
H -0.685332 -1.896220 -0.169681 -0.56 0.24 0.15 0.1203
H -0.682060 -1.492477 1.575271 -0.97 0.27 -0.35 0.1259
H -1.374650 1.896302 -1.052551 -0.46 -1.26 0.48 0.1425
H -0.840323 2.001506 0.568576 0.24 -0.14 0.52 0.1162
H 0.287040 0.099849 -1.588125 -0.19 0.15 -0.47 0.1039
N -1.595914 0.050726 0.218723 -0.37 -1.76 0.60 -0.1391
N -2.885850 -0.124220 0.399009 -0.41 -0.04 0.48 -0.0495
O -3.161379 -1.190473 0.934507 0.05 0.60 -0.60 -0.0580
Cl 2.023945 -1.509402 0.121318 -0.01 0.11 -0.20 0.6502
Cl 1.643099 1.883058 -0.891135 0.07 0.22 -0.09 0.6395
```
Positions in Å, forces in eV/Å.

***

Respective largest force on an atom values: 1.26 3.42 2.93 4.05 2.65 eV/A.